Here is C6H13N2O3P in the gas phase from the Open Molecules 2025 dataset. Energies are from ωB97M-V/def2-TZVPD.

SMILES: CN1C[C@@](C=O)(CO)CO[P@H]1=N
ΔE to the lowest compared entry with this formula, charge and spin, kJ/mol: 38.8
Total charge: 0
Orbital gap, eV: 9.9
DFT total energy, Ha: -912.9992

Last columns: bonded neighbours and bond lengths (Å).
Atoms and positions in Å:
1 N -0.671 1.171 0.444  P12 1.687, C17 1.445, C24 1.451
2 H 1.007 -3.068 -0.493  C5 1.093
3 H 1.652 -0.802 -1.920  C7 1.098
4 O 1.665 -1.258 1.875  C19 1.201
5 C 0.099 -2.534 -0.201  H2 1.093, H13 1.097, C15 1.562, O20 1.396
6 H -0.504 1.613 2.506  C17 1.095
7 C 0.649 -0.509 -1.585  H3 1.098, O8 1.420, C15 1.529, H25 1.096
8 O 0.513 0.893 -1.767  C7 1.420, P12 1.607
9 H 1.615 2.001 0.002  P12 1.389
10 H -0.817 -0.589 1.549  C24 1.097
11 H -0.720 3.669 -1.546  N21 1.006
12 P 0.366 1.991 -0.605  N1 1.687, O8 1.607, H9 1.389, N21 1.536
13 H -0.179 -2.857 0.811  C5 1.097
14 H -0.947 2.949 1.416  C17 1.089
15 C 0.409 -1.004 -0.158  C5 1.562, C7 1.529, C19 1.518, C24 1.539
16 H -2.149 1.705 1.830  C17 1.093
17 C -1.092 1.890 1.624  N1 1.445, H6 1.095, H14 1.089, H16 1.093
18 H 2.543 -0.507 0.226  C19 1.110
19 C 1.635 -0.896 0.731  O4 1.201, C15 1.518, H18 1.110
20 O -0.867 -2.890 -1.143  C5 1.396, H23 0.964
21 N 0.094 3.451 -0.996  H11 1.006, P12 1.536
22 H -1.713 -0.588 0.014  C24 1.101
23 H -1.732 -2.572 -0.862  O20 0.964
24 C -0.776 -0.275 0.499  N1 1.451, H10 1.097, C15 1.539, H22 1.101
25 H -0.082 -0.983 -2.250  C7 1.096

Atomic partial charges in e from the natural (NBO) method, atoms 1 to 6:
1 N -0.80
2 H 0.19
3 H 0.19
4 O -0.51
5 C -0.04
6 H 0.18